Molecular formula: C34H95N7O10
Method: DFT, ωB97M-V/def2-TZVPD

* HOMO-LUMO gap: 9.4312 eV
* energy: -2487.85807 hartree
* ΔE to the lowest compared entry with this formula, charge and spin: 3.300 eV
* total charge: 0
* HOMO: -8.97 eV

Geometry as XYZ:
```
146
Properties=species:S:1:pos:R:3:forces:R:3
C 0.889 2.903 3.110 -0.303 0.828 -0.802
O -0.531 2.571 3.203 1.346 0.605 -0.357
C -1.289 3.371 2.266 -0.479 0.571 0.791
C -1.114 4.901 2.460 0.212 0.147 1.237
C -1.308 5.364 3.921 0.400 -0.894 0.640
N -2.045 5.671 1.667 -0.249 -0.750 -0.950
H 1.031 3.946 3.393 -0.008 0.003 0.109
H 1.236 2.820 2.080 -0.236 -0.031 -0.276
H 1.641 2.347 3.669 -0.994 -0.736 0.553
H -1.169 3.071 1.225 0.802 0.011 -0.171
H -2.351 3.178 2.415 -0.136 -0.351 0.625
H -0.109 5.128 2.103 0.014 0.385 0.091
H -0.459 5.100 4.552 0.272 0.217 -0.089
H -2.111 4.841 4.441 -0.404 -0.326 -0.395
H -1.548 6.415 4.081 0.350 0.111 -0.612
H -2.125 5.099 0.838 -0.056 0.421 -1.035
H -2.973 5.570 2.052 -0.287 0.164 0.494
C -1.759 4.767 -5.720 0.354 -0.272 -0.367
O -1.407 3.538 -5.165 -0.442 -1.504 1.797
C -1.651 3.393 -3.728 1.050 0.305 -1.186
C -0.544 4.108 -2.980 0.595 0.885 0.432
C 0.872 3.499 -3.097 -1.138 -0.257 -0.570
N -0.924 4.324 -1.573 0.152 -0.293 -0.319
H -1.759 4.503 -6.778 -0.306 0.756 -0.183
H -1.008 5.532 -5.526 0.093 0.194 -0.042
H -2.725 5.134 -5.373 -0.250 -0.053 -0.091
H -2.619 3.807 -3.447 -0.104 0.213 -0.185
H -1.669 2.342 -3.440 0.014 -0.209 -0.456
H -0.519 5.117 -3.390 0.299 0.092 -0.287
H 0.894 2.517 -2.624 0.141 0.067 0.553
H 1.626 4.185 -2.712 -0.081 -0.225 0.128
H 1.079 3.257 -4.139 0.099 0.378 -0.190
H -1.376 3.462 -1.302 -0.111 -0.331 0.589
H -1.697 4.972 -1.629 -0.188 0.362 0.329
C -1.197 -0.579 8.039 0.261 -0.088 -0.972
O -1.188 -1.153 6.693 -0.102 0.538 1.791
C -1.350 -0.137 5.755 -0.320 -0.162 -1.980
C -1.476 -0.753 4.336 0.025 -0.318 -1.453
C -0.166 -1.406 3.843 -0.629 -0.950 1.742
N -1.967 0.177 3.292 -0.114 0.234 1.054
H -0.527 0.280 8.037 0.433 -0.139 0.235
H -0.909 -1.334 8.771 0.153 0.006 -0.318
H -2.154 -0.158 8.348 -0.462 -0.278 -0.370
H -2.213 0.494 5.965 -0.424 -0.060 0.100
H -0.517 0.558 5.652 0.583 0.107 0.570
H -2.221 -1.545 4.268 -0.011 -0.169 0.819
H 0.657 -0.733 3.603 -0.167 -0.010 -0.236
H -0.324 -2.248 3.168 -0.197 0.750 -0.889
H 0.106 -2.032 4.694 0.710 0.291 0.490
H -1.445 1.041 3.323 0.633 0.160 -0.048
H -2.884 0.489 3.576 -0.544 -0.145 -0.108
C 0.951 -0.789 -3.441 0.033 -0.539 0.366
O 1.162 -0.964 -4.814 0.189 2.067 -0.740
C 1.484 0.309 -5.484 -0.732 -1.698 -0.672
C 1.101 0.100 -6.970 0.841 0.868 -0.209
C 2.159 -0.673 -7.768 -0.536 -1.014 1.327
N 1.010 1.421 -7.572 -0.328 0.417 -0.306
H 0.650 -1.771 -3.077 0.565 -0.081 0.341
H 0.125 -0.151 -3.126 -0.344 0.549 -0.608
H 1.847 -0.383 -2.972 0.140 -0.328 0.364
H 0.975 1.166 -5.044 -0.608 -0.215 0.054
H 2.537 0.588 -5.432 0.371 -0.439 0.157
H 0.153 -0.425 -7.091 -0.073 -0.295 0.602
H 2.422 -1.475 -7.078 0.456 -0.311 -0.192
H 3.060 -0.114 -8.020 -0.256 0.187 -0.035
H 1.702 -1.180 -8.617 0.177 0.317 -0.282
H 0.158 1.867 -7.262 -0.162 0.328 0.286
H 0.850 1.259 -8.556 0.173 0.243 -0.372
C 4.560 -1.244 -1.924 -0.363 -0.443 0.834
O 3.437 -2.046 -1.505 0.771 0.472 0.324
C 3.457 -2.361 -0.085 0.300 0.564 -1.108
C 2.356 -3.413 0.111 1.442 0.483 0.689
C 1.893 -3.433 1.543 -0.339 0.317 0.250
N 2.812 -4.750 -0.268 -0.482 0.141 -0.523
H 5.494 -1.765 -1.715 0.167 -0.199 0.022
H 4.584 -0.317 -1.352 -0.080 0.274 0.001
H 4.548 -1.005 -2.988 -0.520 -0.247 0.062
H 4.469 -2.641 0.206 0.243 -1.082 -0.176
H 3.385 -1.481 0.554 -0.972 0.612 -0.217
H 1.532 -3.045 -0.500 -0.082 -0.449 -0.318
H 1.096 -4.171 1.629 0.006 0.006 0.288
H 1.522 -2.446 1.819 -0.184 -0.033 -0.004
H 2.684 -3.640 2.263 0.165 -0.329 -0.087
H 3.531 -5.063 0.368 0.025 0.024 0.298
H 3.268 -4.688 -1.168 -0.055 -0.085 -0.318
C 7.729 1.646 0.230 -0.498 -0.613 -0.094
O 7.354 2.318 1.421 -0.533 0.177 -0.103
C 6.427 1.582 2.198 -0.209 -1.246 0.159
C 5.067 1.164 1.558 -0.442 2.016 -0.800
C 4.152 2.374 1.223 0.521 -0.202 -1.218
N 4.186 0.426 2.407 0.526 -1.541 1.541
H 6.876 1.398 -0.402 -0.316 0.452 -0.156
H 8.134 0.654 0.432 0.533 -0.064 0.346
H 8.428 2.225 -0.374 -0.018 0.180 0.466
H 6.904 0.668 2.552 0.323 -0.710 -0.410
H 6.252 2.016 3.183 -0.131 1.125 -0.305
H 5.247 0.518 0.698 0.033 0.287 -0.261
H 4.499 3.002 0.402 0.502 0.384 0.373
H 3.953 2.938 2.134 0.170 0.211 -0.070
H 3.196 2.025 0.833 -0.048 -0.360 0.275
H 4.601 -0.476 2.593 -0.023 -0.660 -0.135
H 4.243 0.821 3.335 -0.434 0.519 0.397
C -4.070 -8.396 3.374 0.378 -0.116 0.588
O -3.305 -7.483 2.662 0.530 0.474 -1.210
C -3.620 -6.140 2.888 0.749 1.492 0.178
C -2.607 -5.196 2.088 -0.220 -0.110 1.250
C -2.868 -3.734 2.276 -0.892 0.707 0.703
N -2.757 -5.506 0.716 -0.614 -1.651 -1.272
H -5.107 -8.412 3.041 -0.085 -0.266 -0.083
H -4.032 -8.145 4.434 -0.256 0.103 0.333
H -3.544 -9.347 3.290 -0.470 -0.168 -0.264
H -4.642 -5.841 2.657 -0.323 -0.335 -0.786
H -3.605 -5.984 3.967 0.612 0.418 0.356
H -1.598 -5.415 2.437 0.233 -0.213 0.400
H -2.244 -3.044 1.708 0.531 -0.361 0.023
H -2.820 -3.477 3.334 0.069 0.212 0.065
H -3.862 -3.474 1.910 -0.291 -0.191 0.127
H -2.030 -5.223 0.075 0.291 0.503 0.350
H -2.691 -6.514 0.740 -0.235 -0.467 -0.815
C -2.689 -2.389 -2.912 -0.210 -0.254 0.226
C -3.676 -2.700 -4.032 1.093 -0.213 -0.106
O -4.080 -4.065 -3.943 -0.367 0.430 -0.344
H -3.091 -2.756 -1.967 -0.303 0.202 0.205
H -2.492 -1.323 -2.797 0.158 0.001 -0.113
H -1.772 -2.967 -3.020 0.152 0.233 -0.327
H -3.182 -2.617 -5.000 0.147 -0.109 -0.021
H -4.460 -1.945 -4.093 -0.590 -0.307 0.395
H -4.512 -4.209 -3.098 -0.042 0.037 0.143
C 0.507 0.175 0.302 -0.999 -1.167 -0.597
C -0.655 -0.926 0.255 0.708 2.229 0.255
O -1.883 -0.274 0.642 0.556 -1.026 -1.817
H 0.676 0.606 1.289 -0.045 -0.470 0.235
H 0.236 1.028 -0.320 -0.120 -0.077 -0.286
H 1.423 -0.263 -0.096 0.204 0.101 0.106
H -0.374 -1.771 0.884 -0.291 0.041 0.319
H -0.797 -1.328 -0.748 0.063 0.240 -0.117
H -1.849 -0.129 1.591 -0.178 0.081 1.357
C -4.641 2.878 -1.697 -0.996 0.797 -0.084
C -4.063 2.027 -0.603 0.409 -0.941 -1.278
O -2.665 2.005 -0.845 0.244 0.727 0.326
H -4.312 3.915 -1.630 0.234 0.079 0.198
H -5.726 2.933 -1.621 -0.145 -0.124 0.040
H -4.410 2.565 -2.716 0.174 -0.429 0.227
H -4.368 0.988 -0.727 -0.574 -0.062 0.131
H -4.368 2.341 0.395 0.258 0.319 0.149
H -2.298 1.242 -0.393 0.294 -0.660 0.501
```
Positions in Å, forces in eV/Å.

Atomic partial charges in e from the Mulliken method, atoms 1 to 8:
1. C -1.40
2. O -0.45
3. C -0.53
4. C 0.35
5. C -1.52
6. N -0.75
7. H 0.42
8. H 0.43